ORCA calculation (ωB97M-V with the def2-TZVPD basis set) on a structure of composition C14H10AlBrF9O in a non-equilibrium geometry.

Geometry as XYZ:
```
36
Properties=species:S:1:pos:R:3
Br 0.56346 -1.45563 -1.53799
Al -0.38810 -0.27574 0.14803
F 3.38501 -0.40887 3.46764
F 0.80577 -2.70579 3.65303
F -0.68309 -1.19065 4.18377
F 1.73788 1.60520 3.64563
F -0.40083 1.27032 3.31130
F 0.90965 1.59643 1.59893
F 2.84731 -2.07447 2.12910
F 2.98353 -0.05928 1.32091
F 1.34957 -1.08823 5.06078
O 0.29840 -0.98890 1.62148
C 0.65035 -1.38561 3.92636
C -2.85395 1.07059 -0.35972
C 0.83753 0.99626 2.84228
C 1.91024 0.89101 -4.06499
C -0.18065 0.80780 -5.05905
C 1.60138 -0.47924 -4.33221
C 0.81924 1.69060 -4.52450
C 2.59590 -0.78238 2.41135
C -2.97205 1.35512 1.00958
C 0.30206 -0.53000 -4.92890
C -2.43453 -0.28958 -0.52499
C 1.06553 -0.52122 2.67014
C -2.65135 0.19058 1.74965
C -2.35274 -0.86520 0.83478
H 2.82433 1.25342 -3.59634
H -0.22464 -1.43620 -5.22546
H -1.13080 1.10678 -5.49681
H -3.33386 2.29116 1.43781
H -2.51336 -0.89029 -1.43478
H -3.08859 1.74023 -1.18302
H -2.45389 -1.92837 1.04112
H 2.24268 -1.33268 -4.12054
H -2.82511 0.04656 2.81499
H 0.75772 2.77632 -4.48941
```

Properties
Gap between HOMO and LUMO   3.886 eV
LUMO energy   1.4 eV
Charge   -1
Relative energy (zero: lowest compared OMol25 entry of this formula, charge and spin)   0.000 eV
HOMO   -0.091 Ha
Strongest force on any atom   2.19 eV/A

---

ORCA calculation (ωB97M-V with the def2-TZVPD basis set) on an isolated molecule of C14H10Cl3NO2 in a non-equilibrium geometry.

Geometry as XYZ:
```
30
Properties=species:S:1:pos:R:3
Cl 0.89935 -4.91195 2.54754
Cl -1.96923 -4.55167 2.68188
Cl -0.50225 -5.29288 4.91600
O -1.31952 -0.05176 -0.76045
O 0.23186 -2.58204 5.03276
N 0.60557 -0.53278 3.34491
C 0.39688 1.53437 -0.59895
C 0.54598 1.22563 -4.49090
C -0.07333 -1.61900 3.05365
C -0.19607 -0.18254 1.34775
C 0.73717 0.96913 -3.08218
C -0.60792 3.30550 -3.88914
C 0.25888 1.84630 -2.07808
C -0.46876 0.43783 0.02421
C -0.42724 -4.30887 3.53684
C -0.23306 3.06063 -2.46780
C -0.14072 2.43741 -4.78523
C -0.63323 -1.46361 1.81982
C 0.65006 0.31617 2.26995
C -0.23943 -2.79280 3.94111
H 1.45921 1.46891 -0.40816
H 1.33790 1.12630 2.40166
H 1.19204 -0.01426 -2.87826
H 0.91788 0.45369 -5.18662
H -1.08284 -2.34423 1.38898
H 0.12772 2.43453 -0.09842
H -1.39892 3.97649 -4.25147
H 1.04175 -0.39951 4.23651
H -0.39787 2.72786 -5.76626
H -0.71186 3.72713 -1.80165
```

Properties
Gap between HOMO and LUMO   8.576 eV
LUMO energy   -0.4 eV
Relative energy (zero: lowest compared OMol25 entry of this formula, charge and spin)   0.622 eV
HOMO   -0.330 Ha
Strongest force on any atom   4.49 eV/A

---

ORCA calculation (ωB97M-V with the def2-TZVPD basis set) on a structure of composition C14H10F2O8V in a non-equilibrium geometry.

Geometry as XYZ:
```
35
Properties=species:S:1:pos:R:3
V 0.92163 2.33453 2.06827
F -0.00595 -3.01498 -3.10849
F -4.35044 -2.13570 -0.56421
O -0.23447 2.38122 0.99121
O 1.98351 4.23219 1.08242
O 4.05893 4.02611 1.49562
O -0.22088 3.71355 3.60539
O 0.94323 5.14900 4.54140
O 1.03216 0.80687 2.56557
O 2.87798 2.42896 1.08545
O 1.84526 3.40915 4.00501
C 3.05972 3.62858 0.94851
C -2.23531 -0.09189 -2.61748
C 2.16832 -2.95020 0.36067
C -3.55899 0.00704 -0.17159
C 1.29587 -1.90236 0.08665
C -3.54359 -1.15794 -0.95793
C 0.64979 -1.90960 -1.14696
C 0.78398 -3.00728 -2.02216
C -2.27125 1.06554 -1.85387
C -2.86708 -1.26134 -2.11993
C 0.79813 4.01432 4.21643
C 1.71904 -3.96003 -1.73342
C 2.39107 -4.00574 -0.50422
C -2.97017 1.16602 -0.61971
H 2.01037 -4.76259 -2.39480
H -4.14119 -0.02662 0.73743
H -1.57378 -0.13332 -3.47016
H 2.61792 -3.05421 1.33711
H 0.14674 -0.99345 -1.41899
H -1.75983 1.96132 -2.17394
H -2.84279 -2.07008 -2.83530
H 3.03493 -4.82858 -0.23077
H 1.21493 -1.10369 0.80913
H -2.97773 2.04510 0.00762
```

Properties
Gap between HOMO and LUMO   2.265 eV
LUMO energy   5.9 eV
Charge   -3
HOMO   0.132 Ha
Strongest force on any atom   10.86 eV/A

---

ORCA calculation (ωB97M-V with the def2-TZVPD basis set) on a structure of composition C14H10F3N3O3Re.

Geometry as XYZ:
```
34
Properties=species:S:1:pos:R:3
Re -0.03970 -0.26198 -0.37841
F -1.06676 -4.15722 -0.74944
F 1.09425 -4.06014 -0.78229
F -0.04369 -2.47784 0.20687
O -0.08594 -1.17058 -1.98643
O -0.11517 -3.03340 -3.27178
O -1.21059 3.50998 0.32597
N 1.91338 0.01989 0.20727
N -2.03533 0.09798 0.09261
N 0.01601 1.58329 -0.00470
C -4.64844 0.86633 0.52679
C 2.78788 -0.99332 0.42650
C -1.17975 2.32923 0.18538
C -2.35538 1.40304 0.24621
C -4.32258 -0.47325 0.37032
C 2.33819 1.30773 0.29123
C -0.02163 -3.39176 -0.88728
C 4.11153 -0.75291 0.69537
C 1.26846 2.32890 0.06880
C -3.64155 1.82901 0.46513
C -0.07692 -2.55788 -2.20743
C 3.65668 1.60400 0.57078
C 4.55233 0.56611 0.77195
C -3.00230 -0.83051 0.16768
H 2.39335 -1.99781 0.37555
H -5.07966 -1.24328 0.41331
H 5.58825 0.78052 0.99936
H 1.22655 3.05461 0.88370
H -3.83780 2.88590 0.58616
H -5.67432 1.16107 0.70332
H 4.78425 -1.58307 0.85442
H 3.97410 2.63557 0.63614
H 1.43936 2.88691 -0.85674
H -2.70708 -1.86514 0.05370
```

Properties
Gap between HOMO and LUMO (spin up / spin down)   7.746 / 7.757 eV
2S+1   2
LUMO energy (spin up / spin down)   -9.1 / -9.0 eV
Charge   +2
Expectation value of S²   0.77
Relative energy (zero: lowest compared OMol25 entry of this formula, charge and spin)   0.409 eV
HOMO (spin up / spin down)   -0.620 / -0.616 Ha
Strongest force on any atom   0.62 eV/A

---

ORCA calculation (ωB97M-V with the def2-TZVPD basis set) on a cluster of 2 separate species, C14H10FN in total in a non-equilibrium geometry.

Geometry as XYZ:
```
26
Properties=species:S:1:pos:R:3
F 2.27938 2.41321 2.66483
N -1.73641 -1.36908 2.46248
C 0.81888 -3.58201 -1.67904
C -0.74893 0.20838 -0.52937
C -2.28452 -0.77327 1.61190
C -0.14754 -1.02356 -0.89939
C -0.81131 -1.80501 -1.89982
C -0.33675 -3.05191 -2.28041
C 0.42449 3.59773 1.78276
C 1.03501 -1.57387 -0.32860
C 1.18195 2.43018 1.83284
C -1.04427 2.51844 0.16981
C -0.69492 3.62747 0.92799
C -0.27720 1.31031 0.22956
C 0.86187 1.29843 1.09036
C 1.49646 -2.82686 -0.71132
H -1.87927 2.56852 -0.53762
H 1.17152 -4.57907 -1.95829
H 1.61848 -1.01084 0.38457
H 1.51213 0.44410 1.17842
H 0.68169 4.45802 2.40220
H -0.86119 -3.62326 -3.05238
H -1.68845 0.41126 -1.04335
H -1.29832 4.53794 0.85234
H 2.40395 -3.23194 -0.26252
H -1.67673 -1.37333 -2.40793
```

Properties
Gap between HOMO and LUMO   5.630 eV
LUMO energy   -2.7 eV
Relative energy (zero: lowest compared OMol25 entry of this formula, charge and spin)   2.842 eV
HOMO   -0.307 Ha
Strongest force on any atom   1.90 eV/A

---

ORCA calculation (ωB97M-V with the def2-TZVPD basis set) on a structure of composition C14H10N2NiO12 in a non-equilibrium geometry.

Geometry as XYZ:
```
39
Properties=species:S:1:pos:R:3
Ni 0.06404 0.08118 0.03693
O 1.34744 1.66330 0.78718
O -5.09225 1.67878 3.62576
O -1.72491 0.96740 0.35262
O -0.39687 -0.49874 1.95290
O 3.30723 -5.05160 -2.30577
O 0.08482 1.34761 -1.70769
O 1.97814 -1.01127 -0.46432
O -3.54815 0.08079 5.39694
O 0.93682 1.74078 -3.59747
O 2.08403 2.23208 2.74059
O 0.71277 -5.54186 -3.32741
O -0.70709 -1.48066 -1.30737
N 0.06835 1.98163 -2.77544
N 2.22998 2.02685 1.55826
C 1.70856 -2.05987 -1.19956
C -1.95265 -0.21828 3.83406
C -3.96783 1.12987 3.20236
C 0.27309 -2.31920 -1.61244
C -1.09739 2.80694 -3.12952
C 2.70569 -2.95574 -1.37383
C -0.09840 -3.49058 -2.21785
C 0.98231 -4.51930 -2.58499
C -1.39157 -0.02089 2.49023
C 2.50012 -4.21696 -2.09470
C -3.60893 1.39826 1.90307
C 3.59251 2.29464 1.03227
C -3.11865 0.31688 4.17210
C -2.25860 0.88120 1.47392
H -1.52561 2.28440 -3.98489
H 4.31923 2.09448 1.81963
H -1.85499 2.77364 -2.34655
H -1.13203 -3.66775 -2.47595
H -1.40710 -0.77745 4.57978
H 3.70361 1.69438 0.12926
H 3.72839 3.33641 0.74183
H 3.75157 -2.75597 -1.19320
H -0.94570 3.86775 -3.32896
H -4.24998 1.90688 1.19825
```

Properties
Gap between HOMO and LUMO (spin up / spin down)   5.189 / 5.198 eV
2S+1   3
LUMO energy (spin up / spin down)   3.4 / 3.4 eV
Charge   -2
Expectation value of S²   2.00
HOMO (spin up / spin down)   -0.066 / -0.066 Ha
Strongest force on any atom   6.57 eV/A

---

Repeat the second record exactly.
ORCA calculation (ωB97M-V with the def2-TZVPD basis set) on an isolated molecule of C14H10Cl3NO2 in a non-equilibrium geometry.

Geometry as XYZ:
```
30
Properties=species:S:1:pos:R:3
Cl 0.89935 -4.91195 2.54754
Cl -1.96923 -4.55167 2.68188
Cl -0.50225 -5.29288 4.91600
O -1.31952 -0.05176 -0.76045
O 0.23186 -2.58204 5.03276
N 0.60557 -0.53278 3.34491
C 0.39688 1.53437 -0.59895
C 0.54598 1.22563 -4.49090
C -0.07333 -1.61900 3.05365
C -0.19607 -0.18254 1.34775
C 0.73717 0.96913 -3.08218
C -0.60792 3.30550 -3.88914
C 0.25888 1.84630 -2.07808
C -0.46876 0.43783 0.02421
C -0.42724 -4.30887 3.53684
C -0.23306 3.06063 -2.46780
C -0.14072 2.43741 -4.78523
C -0.63323 -1.46361 1.81982
C 0.65006 0.31617 2.26995
C -0.23943 -2.79280 3.94111
H 1.45921 1.46891 -0.40816
H 1.33790 1.12630 2.40166
H 1.19204 -0.01426 -2.87826
H 0.91788 0.45369 -5.18662
H -1.08284 -2.34423 1.38898
H 0.12772 2.43453 -0.09842
H -1.39892 3.97649 -4.25147
H 1.04175 -0.39951 4.23651
H -0.39787 2.72786 -5.76626
H -0.71186 3.72713 -1.80165
```

Properties
Gap between HOMO and LUMO   8.576 eV
LUMO energy   -0.4 eV
Relative energy (zero: lowest compared OMol25 entry of this formula, charge and spin)   0.622 eV
HOMO   -0.330 Ha
Strongest force on any atom   4.49 eV/A

---

What did the third record say?
ORCA calculation (ωB97M-V with the def2-TZVPD basis set) on a structure of composition C14H10F2O8V in a non-equilibrium geometry.

Geometry as XYZ:
```
35
Properties=species:S:1:pos:R:3
V 0.92163 2.33453 2.06827
F -0.00595 -3.01498 -3.10849
F -4.35044 -2.13570 -0.56421
O -0.23447 2.38122 0.99121
O 1.98351 4.23219 1.08242
O 4.05893 4.02611 1.49562
O -0.22088 3.71355 3.60539
O 0.94323 5.14900 4.54140
O 1.03216 0.80687 2.56557
O 2.87798 2.42896 1.08545
O 1.84526 3.40915 4.00501
C 3.05972 3.62858 0.94851
C -2.23531 -0.09189 -2.61748
C 2.16832 -2.95020 0.36067
C -3.55899 0.00704 -0.17159
C 1.29587 -1.90236 0.08665
C -3.54359 -1.15794 -0.95793
C 0.64979 -1.90960 -1.14696
C 0.78398 -3.00728 -2.02216
C -2.27125 1.06554 -1.85387
C -2.86708 -1.26134 -2.11993
C 0.79813 4.01432 4.21643
C 1.71904 -3.96003 -1.73342
C 2.39107 -4.00574 -0.50422
C -2.97017 1.16602 -0.61971
H 2.01037 -4.76259 -2.39480
H -4.14119 -0.02662 0.73743
H -1.57378 -0.13332 -3.47016
H 2.61792 -3.05421 1.33711
H 0.14674 -0.99345 -1.41899
H -1.75983 1.96132 -2.17394
H -2.84279 -2.07008 -2.83530
H 3.03493 -4.82858 -0.23077
H 1.21493 -1.10369 0.80913
H -2.97773 2.04510 0.00762
```

Properties
Gap between HOMO and LUMO   2.265 eV
LUMO energy   5.9 eV
Charge   -3
HOMO   0.132 Ha
Strongest force on any atom   10.86 eV/A